i:
{"formula": "C3H3N5", "method": "wB97M-V/def2-TZVPD", "species": ["N", "N", "N", "N", "N", "C", "C", "C", "H", "H", "H"], "coordinates": [[-1.94, 0.03, 0.78], [0.50, -1.72, -0.43], [1.59, -0.15, 0.76], [-0.52, -1.26, -0.84], [1.06, -1.27, 0.69], [-0.94, -0.17, 0.01], [-0.01, 0.97, -0.47], [1.28, 0.83, -0.22], [2.03, 1.58, -0.50], [-0.64, 1.93, -0.68], [-2.39, -0.77, 0.90]], "smiles": "[H]/N=c1/ccnnnn1", "lumo_energy_ev": -0.65, "homo_lumo_gap_ha": 0.3311}

=====

ii:
{"formula": "C3H3N5", "method": "wB97M-V/def2-TZVPD", "species": ["N", "N", "N", "N", "N", "C", "C", "C", "H", "H", "H"], "coordinates": [[-2.27, -0.19, 0.44], [1.70, -0.06, 0.18], [-0.32, -1.19, -0.50], [-0.96, 1.25, -0.89], [-0.04, 1.76, -0.30], [0.87, -1.17, -0.44], [-1.20, -0.12, -0.17], [1.03, 1.02, 0.32], [-2.11, -1.17, 1.11], [1.49, 1.77, 0.96], [1.82, -1.90, -0.68]], "smiles": "[H]/N=c1\\ncncnn1", "lumo_energy_ev": -1.18, "homo_lumo_gap_ha": 0.3075}

=====

iii:
{"formula": "C3H3N5", "method": "wB97M-V/def2-TZVPD", "species": ["N", "N", "N", "N", "N", "C", "C", "C", "H", "H", "H"], "coordinates": [[1.35, -0.36, -0.49], [0.01, 0.59, 3.86], [-0.50, 0.39, 0.49], [0.04, -0.01, -0.62], [1.63, -0.29, 0.79], [-0.68, -0.14, -1.81], [0.26, 0.32, 2.77], [0.46, 0.10, 1.35], [-1.00, 0.85, -2.16], [-0.05, -0.69, -2.58], [-1.53, -0.75, -1.60]], "smiles": "Cn1nnc(C#N)n1", "lumo_energy_ev": 0.36, "homo_lumo_gap_ha": 0.4145}

=====

iv:
{"formula": "C3H3N5", "method": "wB97M-V/def2-TZVPD", "species": ["N", "N", "N", "N", "N", "C", "C", "C", "H", "H", "H"], "coordinates": [[-2.20, -0.27, -0.03], [1.16, -1.23, -0.11], [1.99, -0.16, 0.00], [-0.14, 0.48, -0.04], [-1.41, -1.40, 0.05], [1.21, 0.90, 0.03], [-0.16, -0.88, -0.02], [-1.49, 0.84, -0.02], [1.34, 1.96, 0.06], [-1.81, 1.90, -0.07], [1.50, -2.13, 0.15]], "smiles": "c1nnc2[nH]ncn12", "lumo_energy_ev": 0.77, "homo_lumo_gap_ha": 0.3582}

=====

Most stable: iv (next structure +0.059 eV)

=====

i:
{"formula": "C3H3N5", "method": "wB97M-V/def2-TZVPD", "species": ["N", "N", "N", "N", "N", "C", "C", "C", "H", "H", "H"], "coordinates": [[-1.28, -0.86, -0.33], [0.67, 1.46, 1.42], [1.82, -0.19, -0.18], [1.11, -1.27, 0.10], [0.22, 0.88, -0.96], [-0.82, 0.08, -1.28], [-0.28, -1.25, 0.46], [0.88, 0.86, 0.22], [-0.54, 1.90, 1.52], [-0.57, -2.04, 1.16], [-1.23, 0.43, -2.14]], "lumo_energy_ev": -1.07, "homo_lumo_gap_ha": 0.3312}

=====

ii:
{"formula": "C3H3N5", "method": "wB97M-V/def2-TZVPD", "species": ["N", "N", "N", "N", "N", "C", "C", "C", "H", "H", "H"], "coordinates": [[-1.50, -0.33, 0.53], [-0.06, 1.61, -0.42], [0.93, 1.01, -0.85], [0.25, -1.23, -0.62], [2.03, -0.54, 0.72], [-0.99, -1.18, -0.48], [-1.09, 0.85, 0.44], [1.14, -0.34, -0.10], [2.62, 0.34, 0.78], [-1.61, 1.70, 0.94], [-1.71, -1.88, -0.92]], "smiles": "[H]/N=c1/ncncnn1", "lumo_energy_ev": -0.81, "homo_lumo_gap_ha": 0.3122}

=====

Most stable: ii (next structure +2.096 eV)

=====

i:
{"formula": "C3H13NO3", "method": "wB97M-V/def2-TZVPD", "species": ["O", "O", "O", "N", "C", "C", "C", "H", "H", "H", "H", "H", "H", "H", "H", "H", "H", "H", "H", "H"], "coordinates": [[0.18, 0.06, -2.41], [1.64, -1.58, 1.53], [-0.16, -3.44, 4.44], [-0.76, -0.44, -0.09], [-0.84, 1.02, -0.52], [0.19, 1.22, -1.58], [-0.16, 2.34, -2.58], [-1.67, -0.45, 0.49], [-0.84, 1.82, -3.23], [1.74, -0.88, 0.84], [-1.69, 1.29, -1.14], [-1.12, -3.35, 4.42], [2.35, -2.22, 1.41], [0.79, 2.89, -2.95], [0.34, -3.18, 5.19], [0.33, -0.71, -1.78], [-0.89, 1.65, 0.49], [1.12, 1.38, -1.02], [-0.64, 3.12, -2.03], [0.10, -0.54, 0.54]], "smiles": "C[C@H](O)CN.O.O", "lumo_energy_ev": 0.59, "homo_lumo_gap_ha": 0.3775}

=====

ii:
{"formula": "C3H13NO3", "method": "wB97M-V/def2-TZVPD", "species": ["O", "O", "O", "N", "C", "C", "C", "H", "H", "H", "H", "H", "H", "H", "H", "H", "H", "H", "H", "H"], "coordinates": [[-3.28, 1.00, -1.43], [3.00, -1.89, -0.32], [0.27, 0.00, -2.33], [-0.30, 1.84, 0.23], [0.20, -0.35, 1.15], [-0.62, 0.72, 1.14], [0.38, -1.01, 2.50], [0.06, 1.52, -0.67], [0.84, -0.21, 3.11], [-0.52, -1.29, 2.86], [-1.28, 0.98, 1.96], [1.18, -0.37, -2.51], [2.70, -2.89, -0.45], [-2.62, 1.09, -0.65], [0.35, 2.64, 0.55], [2.59, -1.57, -1.15], [-3.03, 0.16, -1.65], [1.05, -1.85, 2.33], [0.52, 0.51, -1.58], [0.50, -0.72, 0.09]], "smiles": "C/C=C/N.O.O.O", "lumo_energy_ev": 0.09, "homo_lumo_gap_ha": 0.3123}

=====

Most stable: i (next structure +1.216 eV)

=====

i:
{"formula": "C3H13NO3", "method": "wB97M-V/def2-TZVPD", "species": ["O", "O", "O", "N", "C", "C", "C", "H", "H", "H", "H", "H", "H", "H", "H", "H", "H", "H", "H", "H"], "coordinates": [[1.74, -2.91, -0.12], [-0.41, 2.83, -0.81], [2.75, 1.15, -2.38], [-1.16, -1.33, -1.11], [-0.84, 0.46, 2.30], [-1.49, -0.69, 0.00], [-0.60, 0.09, 0.78], [1.89, 0.86, -2.20], [2.58, 2.04, -1.98], [-1.11, -2.32, -0.85], [-0.90, 2.30, -1.53], [0.25, 0.62, 0.37], [-0.90, -0.38, 2.96], [-0.77, 2.66, 0.08], [1.29, -2.18, 0.33], [-0.13, -1.18, -1.40], [-2.56, -0.55, 0.04], [0.07, 1.15, 2.63], [2.06, -3.55, 0.46], [-1.77, 0.95, 2.42]], "smiles": "C/C=C/N.O.O.O", "lumo_energy_ev": 0.54, "homo_lumo_gap_ha": 0.3295}

=====

ii:
{"formula": "C3H13NO3", "method": "wB97M-V/def2-TZVPD", "species": ["O", "O", "O", "N", "C", "C", "C", "H", "H", "H", "H", "H", "H", "H", "H", "H", "H", "H", "H", "H"], "coordinates": [[0.02, 1.90, 1.29], [-0.70, 5.43, -0.66], [2.20, -2.20, -4.31], [-0.60, -2.96, 1.63], [-0.89, -0.45, 1.18], [-0.11, 0.69, 0.43], [-0.48, -1.82, 0.62], [0.84, 1.94, 1.74], [0.02, -2.71, 2.38], [-1.37, 5.00, -0.08], [0.49, -1.80, 0.30], [-1.16, -2.25, -0.23], [2.91, -1.48, -3.90], [-1.49, -3.01, 2.04], [-0.70, -0.34, 2.25], [-1.87, -0.17, 1.20], [0.92, 0.43, 0.16], [2.50, -2.25, -5.23], [-0.62, 1.05, -0.42], [0.11, 5.00, -0.40]], "smiles": "NCCCO.O.O", "lumo_energy_ev": 0.57, "homo_lumo_gap_ha": 0.3659}

=====

iii:
{"formula": "C3H13NO3", "method": "wB97M-V/def2-TZVPD", "species": ["O", "O", "O", "N", "C", "C", "C", "H", "H", "H", "H", "H", "H", "H", "H", "H", "H", "H", "H", "H"], "coordinates": [[0.54, -1.75, -0.33], [-0.62, -3.71, -5.79], [0.33, 3.85, 2.75], [-1.09, 1.36, 2.14], [-0.76, 0.57, 0.98], [1.22, -0.51, -0.14], [0.80, 0.20, 1.06], [0.29, -1.84, -1.29], [-1.82, 2.10, 1.96], [2.35, -0.68, -0.23], [0.36, 2.91, 2.78], [1.26, 1.21, 1.00], [0.88, 0.09, -1.04], [-1.01, -2.98, -5.30], [-0.67, 4.09, 2.75], [1.10, -0.44, 2.05], [-1.38, -0.26, 0.79], [-0.81, 1.27, 0.15], [-1.41, 0.76, 2.81], [-1.18, -4.39, -5.92]], "smiles": "NCCCO.O.O", "lumo_energy_ev": 0.41, "homo_lumo_gap_ha": 0.3679}

=====

Most stable: iii (next structure +0.128 eV)

=====

i:
{"formula": "C3H4NO2", "method": "wB97M-V/def2-TZVPD", "species": ["O", "O", "N", "C", "C", "C", "H", "H", "H", "H"], "coordinates": [[3.28, 1.20, -0.14], [-3.18, 0.77, 0.03], [-0.67, 0.47, -0.09], [1.65, -0.61, 0.01], [2.49, 0.31, -0.16], [0.05, -0.38, 0.30], [1.68, -1.71, -0.06], [-2.03, 0.70, 0.15], [-3.22, 0.54, -0.88], [-0.05, -1.31, 0.83]], "charge": -1, "lumo_energy_ev": 3.88, "homo_lumo_gap_ha": 0.2569}

=====

ii:
{"formula": "C3H4NO2", "method": "wB97M-V/def2-TZVPD", "species": ["O", "O", "N", "C", "C", "C", "H", "H", "H", "H"], "coordinates": [[-2.57, 0.13, -1.82], [-2.40, 1.36, 0.11], [-0.02, -0.77, -0.03], [0.75, -0.30, 1.07], [-2.31, 0.67, -0.82], [1.32, -0.28, -0.28], [1.47, 0.75, -0.61], [1.08, -1.10, 1.60], [0.73, 0.64, 1.46], [1.94, -1.10, -0.67]], "charge": -1, "lumo_energy_ev": 3.88, "homo_lumo_gap_ha": 0.1949}

=====

Most stable: ii (next structure +0.186 eV)

=====

i:
{"formula": "CH3O3", "method": "wB97M-V/def2-TZVPD", "species": ["O", "O", "O", "C", "H", "H", "H"], "coordinates": [[1.50, -0.67, 1.57], [-1.30, -0.59, -2.38], [0.39, 1.16, 0.99], [0.76, 0.29, 1.83], [-0.81, -0.33, -3.20], [-0.84, -0.11, -1.65], [0.30, 0.24, 2.85]], "charge": -1, "lumo_energy_ev": 3.96, "homo_lumo_gap_ha": 0.2864}

=====

ii:
{"formula": "CH3O3", "method": "wB97M-V/def2-TZVPD", "species": ["O", "O", "O", "C", "H", "H", "H"], "coordinates": [[-1.08, 0.02, 0.56], [-0.17, 0.03, -2.06], [1.15, 0.16, 0.90], [0.02, -0.30, 1.09], [-0.05, -1.16, 1.82], [-0.45, 0.11, -1.12], [0.79, 0.02, -2.04]], "charge": -1, "lumo_energy_ev": 4.65, "homo_lumo_gap_ha": 0.3316}

=====

iii:
{"formula": "CH3O3", "method": "wB97M-V/def2-TZVPD", "species": ["O", "O", "O", "C", "H", "H", "H"], "coordinates": [[1.31, -1.97, -0.11], [-3.63, 2.32, -0.46], [3.00, -0.78, 0.66], [2.54, -1.85, 0.18], [3.12, -2.80, 0.04], [-3.57, 3.19, -0.02], [-2.76, 1.89, -0.29]], "charge": -1, "lumo_energy_ev": 3.17, "homo_lumo_gap_ha": 0.2457}

=====

Most stable: ii (next structure +0.557 eV)